[1]
Molecular formula: C62H159F4HgN11O34S4
Method: DFT, ωB97M-V/def2-TZVPD

The total energy is -7762.6802 Eh. Its charge is 0.

```
275
Properties=species:S:1:pos:R:3:forces:R:3:mulliken_charge:R:1
Hg -1.6836 3.1622 1.2389 0.3 -0.4 -0.2 3.626
N -2.9903 2.9280 3.0214 0.2 6.0 1.8 0.024
S -3.5902 1.8010 3.8034 -1.6 -9.9 3.0 0.303
O -4.9871 1.7751 4.1919 1.5 1.4 -0.9 -0.679
O -2.6758 1.1421 4.7213 -1.0 1.6 -0.5 -0.380
F -3.4972 0.7933 2.5785 -0.5 -0.2 -0.7 -0.105
S -3.0526 4.0718 4.3270 5.6 4.7 1.2 0.653
O -2.1084 3.9519 5.4429 -2.7 -1.8 -1.5 -0.341
O -4.2385 4.8154 4.4728 -1.5 -0.9 -0.2 -0.629
F -2.0943 5.2212 3.6280 -0.7 -0.6 -1.5 -0.306
N -0.0895 1.6391 0.9862 1.0 -2.6 2.9 -0.080
S 0.5333 0.8962 2.4496 0.5 0.4 7.0 -0.404
O 1.8828 1.2713 2.8769 -2.0 -0.5 -1.8 -0.081
O 0.0535 -0.4240 2.9028 0.8 3.0 -2.1 0.030
F -0.3022 1.9256 3.3142 -0.4 0.0 0.1 0.236
S 0.5995 0.4790 0.2214 2.9 -3.0 -8.8 -0.577
O 0.0844 -0.9073 0.1625 0.8 3.4 1.1 -0.325
O 2.0552 0.7195 0.1549 -2.5 -1.1 0.8 -0.291
F 0.1930 0.9512 -1.2887 -0.2 0.2 0.8 0.018
C 5.4008 3.6464 -2.9313 2.1 0.1 -0.4 0.201
C 6.7686 4.3553 -3.2280 -0.5 -0.6 1.9 -0.198
O 6.7452 5.0140 -4.4158 -0.4 0.7 -2.9 -0.545
O 4.3151 4.4691 -2.7657 -1.4 1.4 0.6 -0.402
H 5.5642 3.1053 -1.9994 -0.1 -0.3 -0.1 -0.277
H 5.1523 2.9953 -3.7694 0.6 -0.6 0.0 0.395
H 7.5442 3.5910 -3.1804 0.1 -0.4 -0.1 0.340
H 7.0756 5.1395 -2.5359 -0.5 -0.5 1.2 -0.032
H 7.5898 5.4534 -4.5391 -0.1 0.0 -0.1 0.325
H 3.8926 4.6328 -3.6121 0.2 0.2 -0.1 0.151
C 1.2595 4.1427 -5.2694 0.1 1.6 0.3 -0.354
C 1.3367 5.5962 -5.8944 -2.0 -1.8 -0.9 -0.517
O 2.3512 6.3722 -5.4748 3.0 1.3 2.0 -0.547
O 0.8940 4.1834 -3.8637 -0.1 0.2 -0.8 -0.036
H 2.2376 3.6669 -5.3396 0.1 -0.1 -0.3 0.171
H 0.5042 3.5667 -5.8042 0.1 0.0 0.1 0.470
H 0.4564 6.1711 -5.6070 -0.8 -0.6 -0.3 0.119
H 1.3976 5.5100 -6.9793 -0.5 -0.3 -0.2 0.454
H 2.8860 6.7877 -6.1552 -0.2 -0.3 -0.1 0.325
H 1.4251 4.9026 -3.5139 0.2 0.1 0.3 0.152
C -0.8387 -3.9710 -0.6821 0.3 0.2 1.5 -0.118
C -1.0790 -4.4935 0.7546 1.0 0.8 0.2 -0.930
O -1.2114 -3.4327 1.7285 -0.1 -0.5 -0.5 0.093
O 0.5484 -3.4281 -0.8224 -1.9 -1.7 -0.4 -0.349
H -1.6802 -3.3011 -0.8585 0.5 0.8 -0.4 0.078
H -1.0416 -4.8278 -1.3245 0.9 0.0 -0.5 0.433
H -0.2242 -5.1335 0.9733 0.1 -0.1 0.3 0.405
H -1.9762 -5.1009 0.8732 -0.2 0.1 -0.5 0.357
H -0.3572 -3.2050 2.1029 0.2 0.0 -0.2 -0.059
H 0.6067 -2.4785 -0.6942 -0.6 0.1 0.2 0.354
C 0.6317 4.6465 -0.5138 1.6 1.9 0.0 -0.173
C 0.6827 5.5105 0.7986 -0.3 -2.6 0.1 -1.117
O 0.2968 4.5828 1.8440 -1.8 0.3 0.3 0.514
O -0.6612 4.1385 -0.9201 1.2 0.9 1.3 -0.569
H 1.4191 3.8940 -0.4695 -0.4 -0.6 0.3 0.173
H 1.0586 5.3383 -1.2400 -0.5 0.1 -0.7 0.411
H 0.0374 6.3881 0.7597 -0.2 -0.2 0.2 0.229
H 1.6641 5.7679 1.1967 0.4 0.6 -1.4 0.492
H 1.0729 4.1895 2.2496 0.2 -0.2 0.1 -0.523
H -0.6221 4.0672 -1.8766 0.1 -0.3 -0.4 -0.717
C 2.3986 -3.7473 3.9931 0.2 1.8 -0.9 -0.482
O 2.3515 -5.1186 4.0436 -1.1 -1.6 0.2 -0.417
C 2.3841 -5.5898 5.4138 1.6 -1.1 -1.1 0.710
C 2.3290 -7.1828 5.5120 -0.2 2.1 -0.2 -0.743
N 3.3520 -7.7284 6.3799 1.2 0.5 0.3 -0.325
C 4.7613 -7.7853 5.8489 -2.2 -1.1 0.5 -0.609
C 5.0096 -9.0745 5.0602 1.4 -0.9 0.0 -0.473
O 5.0260 -10.2971 5.8539 -0.7 0.7 1.0 -0.333
C 5.2857 -11.5552 5.2482 1.0 0.8 -0.3 -0.718
H 1.6436 -3.2333 4.5879 0.5 -0.1 0.8 0.031
H 2.2177 -3.2669 3.0315 -0.6 -1.1 -1.0 0.317
H 3.4236 -3.3811 4.0516 0.3 0.2 1.4 0.330
H 1.5981 -5.1231 6.0075 0.3 0.1 0.1 -0.521
H 3.4131 -5.3622 5.6919 -0.2 0.5 1.0 0.174
H 2.3909 -7.5155 4.4759 -0.4 -0.4 -0.2 0.179
H 1.3612 -7.3265 5.9924 0.0 -0.8 -0.4 0.437
H 3.0811 -8.6270 6.7531 0.1 0.0 -0.1 0.268
H 5.5091 -7.7311 6.6400 -0.3 0.0 0.3 0.315
H 4.9217 -6.8979 5.2365 0.0 -0.2 -0.4 0.325
H 6.0458 -8.9498 4.7459 0.1 -0.1 -0.9 0.332
H 4.3236 -9.2242 4.2265 0.0 0.2 -0.2 0.378
H 5.1772 -12.3740 5.9595 -1.2 0.3 0.1 0.267
H 6.3443 -11.7167 5.0446 0.5 0.7 -0.5 0.282
H 4.7667 -11.6508 4.2944 -0.4 -0.4 0.2 0.288
C 3.8175 -3.9742 -6.6538 0.1 0.7 2.0 -0.596
O 4.1433 -4.7746 -5.4501 -0.5 1.1 -1.9 -0.427
C 4.0450 -4.0117 -4.2211 -0.1 -1.5 -0.7 -0.850
C 2.6070 -3.8209 -3.7276 -0.3 -0.2 1.1 0.829
N 1.9982 -5.0640 -3.2259 0.2 -0.3 -0.8 -0.257
C 1.1348 -5.7374 -4.1969 0.3 -1.2 1.1 -0.336
C 0.8211 -7.2146 -3.6475 1.9 1.0 -1.4 -0.851
O -0.0311 -7.1348 -2.6018 -2.3 1.4 2.4 -0.163
C -0.3511 -8.3195 -1.8704 -0.3 0.2 -2.7 -0.827
H 2.7828 -4.0630 -6.9850 0.0 -0.7 -0.1 0.213
H 4.5422 -4.0293 -7.4662 0.0 -0.8 0.2 0.362
H 3.8546 -2.9267 -6.3545 0.1 0.3 0.1 0.155
H 4.6724 -3.1258 -4.3196 -0.4 0.4 0.1 0.447
H 4.5540 -4.6996 -3.5460 -0.1 0.2 0.4 0.341
H 1.9342 -3.3013 -4.4098 0.3 0.0 -0.4 -0.448
H 2.6154 -3.1863 -2.8415 0.4 0.4 0.0 0.044
H 1.4466 -4.8958 -2.3967 0.1 0.3 0.1 0.158
H 1.6143 -5.6986 -5.1749 0.3 -0.7 0.1 0.347
H 0.2058 -5.1868 -4.3445 -0.6 -0.1 0.1 0.255
H 1.7061 -7.6662 -3.1994 0.9 0.1 -0.7 0.398
H 0.4985 -7.8537 -4.4694 -0.5 -0.2 -0.2 0.385
H 0.5215 -8.9709 -1.8240 0.2 0.1 1.0 0.325
H -0.9999 -8.8429 -2.5727 -0.5 -0.6 0.2 0.352
H -0.9517 -8.0691 -0.9959 0.7 0.0 0.2 0.203
C -5.5310 -0.3802 -2.9064 0.7 0.9 0.3 -0.630
O -4.4081 0.1129 -2.0708 -0.8 0.4 -1.7 -0.169
C -3.7768 1.3248 -2.5507 -0.4 0.0 0.9 -1.253
C -2.8705 1.8528 -1.3950 1.3 0.4 -2.2 -0.177
N -3.4196 2.1408 -0.0891 -2.3 -0.4 0.2 0.463
C -4.6082 2.9754 0.1655 0.5 2.1 -0.4 -1.051
C -4.2656 4.5098 -0.0197 -1.4 -1.6 -0.3 -0.578
O -3.0730 4.8519 0.6694 -1.6 0.7 -0.2 -0.036
C -2.8757 6.2507 0.8112 1.5 0.7 0.3 -1.004
H -6.1113 -1.0688 -2.2922 0.1 0.3 -0.1 0.053
H -5.2923 -0.8413 -3.8648 1.0 -0.6 0.3 0.312
H -6.1247 0.4454 -3.2988 -0.4 0.4 0.8 0.307
H -4.4668 2.0947 -2.8961 -1.0 0.2 0.8 0.410
H -3.2828 1.2666 -3.5206 1.0 -1.0 0.3 0.753
H -2.2720 2.6832 -1.7695 -0.1 -0.1 -0.2 -0.538
H -2.1931 1.0819 -1.0276 0.4 -0.3 -1.2 0.212
H -3.8625 1.2339 -0.1259 -0.1 -1.0 2.2 0.239
H -4.9555 2.7881 1.1816 0.4 0.0 0.1 0.170
H -5.4645 2.7165 -0.4571 0.1 0.1 -0.4 0.676
H -5.1225 5.0962 0.3120 0.1 0.1 0.6 0.571
H -4.2547 4.7295 -1.0873 0.8 0.0 -0.3 0.111
H -2.2220 6.3796 1.6739 0.0 -0.1 -0.1 0.148
H -3.7208 6.9092 1.0118 -0.6 -0.7 -0.2 0.404
H -2.3449 6.6237 -0.0647 -0.1 0.1 -0.2 0.205
C 7.7036 6.7736 0.0865 0.0 -0.2 1.1 -0.882
O 7.0023 5.5956 0.3227 -0.6 -1.4 -0.1 -0.260
C 5.8141 5.7413 1.0832 -0.2 -0.3 0.1 -1.163
C 5.0880 4.3930 1.1517 1.4 -1.0 0.7 1.167
N 5.7773 3.5610 2.1919 -1.2 0.3 0.6 -0.238
C 5.3659 2.1595 2.4185 0.7 0.4 -2.4 0.043
C 5.1457 1.3960 1.1259 -0.6 -0.4 -1.0 -0.008
O 6.3282 1.0035 0.3966 -1.6 -0.6 -0.5 -0.540
C 5.9637 0.0914 -0.7081 1.9 -0.6 1.4 -0.787
H 7.1368 7.3657 -0.6320 0.4 0.5 0.0 0.308
H 8.7262 6.5278 -0.1997 -0.2 -0.1 -0.6 0.221
H 7.8328 7.2189 1.0729 -0.1 1.0 -0.1 0.383
H 5.1710 6.5462 0.7274 -0.1 0.0 -0.7 0.501
H 6.0430 6.0468 2.1042 0.3 0.0 0.3 0.465
H 5.1083 3.8796 0.1904 0.2 0.3 -0.4 -0.432
H 4.0218 4.4902 1.3564 -0.1 0.3 0.5 -0.292
H 6.7605 3.7721 2.2861 -0.2 -0.3 -0.3 0.303
H 4.4005 1.9964 2.8977 0.0 0.7 0.6 -0.701
H 6.1216 1.5440 2.9065 0.2 0.6 0.5 0.496
H 4.4983 1.8624 0.3833 -0.2 0.8 0.2 0.023
H 4.4840 0.5871 1.4356 0.5 -1.0 -0.1 0.458
H 6.7785 -0.6264 -0.6137 0.0 -0.3 -0.3 0.389
H 6.0641 0.4461 -1.7339 -0.4 0.9 0.2 0.260
H 5.0586 -0.5022 -0.5797 -0.3 0.6 0.3 0.257
C -4.5983 -2.6664 1.7226 -0.4 -0.9 0.4 -0.520
O -5.5720 -3.5646 1.1690 -0.8 0.3 -1.7 -0.444
C -6.4965 -3.0274 0.1320 -0.1 -1.2 1.7 0.053
C -7.1891 -4.1049 -0.7259 0.8 -1.5 1.1 -0.742
N -8.0747 -4.9804 0.0898 -1.7 0.0 -1.5 -0.295
C -8.8134 -6.0479 -0.7153 0.4 0.4 1.8 -0.563
C -9.0312 -7.2491 0.1893 0.1 -0.2 0.1 -0.648
O -9.9971 -7.0428 1.1720 -1.2 0.1 1.4 -0.317
C -10.3440 -8.2563 1.8965 0.7 1.1 -0.8 -0.707
H -4.5342 -2.9108 2.7829 0.2 -0.4 0.0 0.297
H -4.8713 -1.6137 1.7961 -0.1 0.2 -0.9 0.272
H -3.6494 -2.9077 1.2437 0.1 0.7 0.1 0.079
H -6.0470 -2.2748 -0.5158 0.2 0.1 0.3 -0.090
H -7.2964 -2.6660 0.7782 -0.2 0.9 -0.5 0.248
H -6.5061 -4.8532 -1.1280 0.9 0.6 -0.6 0.463
H -7.6816 -3.6246 -1.5714 -0.4 0.0 0.3 0.359
H -7.5055 -5.4973 0.7447 0.2 0.2 0.1 0.191
H -8.2660 -6.4262 -1.5787 0.3 0.2 -0.2 0.365
H -9.8258 -5.7984 -1.0329 0.1 0.8 -0.1 0.255
H -8.1036 -7.4578 0.7223 0.5 -0.6 -0.3 0.399
H -9.3865 -8.0802 -0.4198 0.5 -0.4 -0.3 0.405
H -9.4547 -8.7111 2.3326 0.3 -0.2 -0.3 0.297
H -10.8179 -8.9095 1.1638 -0.2 -0.4 0.3 0.296
H -10.9709 -8.0305 2.7591 -0.3 0.3 -0.5 0.245
C -2.3378 5.8138 -3.4840 1.9 1.5 2.3 0.129
O -3.1148 5.0991 -4.2937 -2.9 -1.0 -2.0 -0.110
C -4.2735 5.8544 -4.7742 -0.1 -1.1 -0.2 -0.681
C -4.4537 5.7640 -6.2827 0.3 1.4 0.1 -0.836
N -3.6133 6.7899 -6.8626 -0.5 1.2 -1.9 -0.162
C -3.6999 7.1193 -8.3627 2.1 0.2 2.6 -0.531
C -2.6310 8.1528 -8.7247 0.8 0.1 -2.0 -0.778
O -1.2685 7.7477 -8.5935 -1.4 -0.9 1.5 -0.268
C -0.3059 8.7491 -8.7740 0.0 -1.3 -0.5 -0.738
H -1.6530 6.4890 -3.9970 0.1 0.3 -0.2 0.369
H -1.7086 5.1977 -2.8416 0.0 -0.4 -0.4 -0.311
H -2.8878 6.3903 -2.7402 -0.4 0.4 0.0 0.466
H -4.2278 6.8872 -4.4289 0.4 0.1 -0.4 0.429
H -5.2398 5.5083 -4.4074 0.3 -0.8 0.9 0.408
H -5.4976 6.0445 -6.4230 -0.1 0.0 -0.4 0.456
H -4.3045 4.7769 -6.7202 0.0 -0.4 0.3 0.328
H -2.6578 6.6620 -6.5613 0.2 0.0 -0.5 0.108
H -4.5862 7.6726 -8.6734 -0.6 -0.7 0.5 0.297
H -3.5019 6.2244 -8.9527 -0.3 0.0 -0.3 0.335
H -2.7467 9.1996 -8.4437 -0.3 -0.1 1.2 0.463
H -2.7767 8.2646 -9.7991 -0.2 0.0 -0.6 0.390
H 0.6030 8.1993 -8.5295 0.3 0.6 0.1 0.164
H -0.4666 9.6164 -8.1336 0.1 0.2 -0.2 0.337
H -0.2822 8.9355 -9.8476 0.2 0.9 -0.1 0.347
C 2.7429 -0.1802 -3.2088 -1.0 -0.2 -0.4 -0.153
O 2.2256 -0.9103 -4.3552 -0.8 1.5 -0.3 -0.158
C 1.2509 -0.1755 -5.1584 0.6 0.0 0.7 -0.094
C 0.8173 -0.9989 -6.3036 -1.0 -1.3 -2.7 -0.790
N -0.3725 -0.5188 -7.0694 -0.7 0.3 -0.3 -0.270
C -0.5598 -1.1435 -8.4303 0.6 2.0 0.9 -0.798
C -1.8937 -0.6633 -9.1046 0.5 -1.7 -0.1 -0.489
O -3.0020 -0.9851 -8.3091 -1.6 0.1 0.4 -0.340
C -4.2963 -0.6778 -8.8998 0.2 0.9 1.6 -0.793
H 3.8249 -0.3104 -3.1873 -0.2 -0.1 0.2 0.250
H 2.2171 -0.4916 -2.3062 0.4 -0.8 0.1 -0.130
H 2.4834 0.8774 -3.1629 0.2 0.3 -0.9 0.118
H 1.7336 0.6839 -5.6237 -0.1 0.6 0.6 0.142
H 0.3236 0.0806 -4.6461 0.3 0.4 0.8 0.191
H 0.6275 -2.0380 -6.0347 0.5 -0.3 0.3 0.327
H 1.5735 -0.9334 -7.0859 0.5 -0.6 0.2 0.250
H -1.2539 -0.7138 -6.6162 0.1 0.0 0.7 0.253
H -0.3292 -2.2085 -8.4022 -0.8 -0.4 -0.1 0.373
H 0.2580 -0.7140 -9.0089 0.0 0.0 -0.5 0.357
H -2.0631 -1.2777 -9.9888 0.7 0.1 -0.6 0.436
H -1.9021 0.3814 -9.4154 0.4 0.2 0.3 0.363
H -4.3337 -0.4616 -9.9675 0.4 -0.7 -0.1 0.342
H -4.7036 0.2135 -8.4225 0.5 0.8 0.0 0.273
H -5.0713 -1.3471 -8.5264 0.5 -1.0 -0.6 0.282
C 3.3096 -2.2504 7.5091 -0.9 0.3 -0.1 -1.087
O 2.3762 -1.7630 6.5238 -0.2 -2.3 1.5 0.546
C 2.6365 -0.5122 6.0005 0.5 0.9 0.8 0.003
C 2.6058 0.5404 7.1114 -1.1 1.8 1.7 -1.089
N 2.3048 1.9845 6.9219 0.5 -1.1 -0.9 -0.128
C 3.1030 2.6661 5.8915 -1.0 0.5 1.1 -0.675
C 2.1824 3.5981 5.0528 0.4 -1.4 -0.7 1.702
O 1.9932 4.8502 5.6158 0.0 0.9 0.1 -0.539
C 1.2324 5.8703 4.9490 0.3 -0.5 0.9 -0.539
H 3.2082 -3.3304 7.6157 0.0 -0.1 -0.6 0.172
H 3.0499 -1.8789 8.5004 0.1 0.4 0.1 0.331
H 4.3396 -1.9837 7.2724 0.1 0.0 -0.1 0.347
H 1.7828 -0.3224 5.3499 0.5 0.2 -0.6 -0.432
H 3.6335 -0.6379 5.5784 0.0 0.8 -1.0 0.510
H 3.4280 0.5658 7.8266 0.6 -0.7 -0.4 0.286
H 1.7329 0.3350 7.7311 0.0 -0.9 0.1 0.378
H 1.3040 2.0808 6.8259 0.1 0.1 -0.5 0.091
H 3.6867 1.9567 5.3048 -0.5 -0.1 -0.6 0.123
H 3.8803 3.1820 6.4552 0.0 0.8 -0.3 0.459
H 1.2329 3.0926 4.8767 -0.4 -0.2 0.5 -0.498
H 2.5990 3.5629 4.0461 0.5 0.9 -0.5 -0.561
H 1.4755 6.0230 3.8975 0.6 0.0 -0.1 0.085
H 1.4609 6.7329 5.5749 0.0 0.3 -0.5 0.407
H 0.1489 5.7524 4.9631 -0.1 -0.6 0.3 0.145
C -1.0074 2.3521 7.7357 -0.3 1.8 -0.4 -0.866
O -0.6417 1.0354 7.4600 -0.3 0.2 -0.9 0.422
C -1.1278 0.0690 8.3498 -0.7 -0.6 0.5 -1.540
C -1.0917 -1.4020 7.7209 0.4 2.8 0.4 0.526
N -1.9903 -1.5236 6.5596 -0.4 1.2 0.9 -0.450
C -1.5656 -2.3939 5.5334 1.4 -2.6 0.7 0.636
C -0.8946 -3.6752 6.1242 -2.1 -1.4 -1.3 -0.420
O -1.5814 -4.2720 7.2630 1.9 0.0 0.9 -0.500
C -0.7170 -5.2946 7.9333 -1.7 2.2 -1.0 -0.596
H -0.7211 2.8764 8.6474 1.2 -0.9 0.8 0.358
H -2.0580 2.6363 7.7954 -0.7 -1.0 -0.7 0.356
H -0.5955 2.9704 6.9381 0.0 -0.1 0.0 -0.034
H -2.1186 0.3408 8.7139 -0.6 -0.1 -0.5 0.554
H -0.5382 0.2862 9.2405 0.5 -1.3 0.5 0.432
H -1.3248 -2.1085 8.5176 0.0 -0.1 -0.2 0.328
H -0.0345 -1.4431 7.4590 0.3 -0.7 -0.2 -0.454
H -2.0843 -0.6392 6.0809 -0.2 0.6 0.6 0.259
H -0.6949 -2.0565 4.9711 0.0 0.7 -0.6 -0.251
H -2.3549 -2.6787 4.8376 -0.2 0.3 0.2 0.260
H 0.1804 -3.5043 6.0663 0.2 -0.2 1.6 -0.451
H -1.0817 -4.4603 5.3915 0.5 0.0 -0.8 0.704
H -1.2360 -5.5580 8.8549 0.0 -0.1 -0.2 0.282
H 0.2022 -4.7640 8.1816 0.4 -0.6 -0.1 0.209
H -0.6502 -6.1367 7.2445 0.5 -0.1 0.2 0.245
```
Positions in Å, forces in eV/Å.



[2]
Molecular formula: CH3PSi
Method: DFT, ωB97M-V/def2-TZVPD

Its SMILES is C#P=[SiH2]. The value obtained for the energy above the lowest of the compared OMol25 structures with the same formula, charge and spin is 281.09 kJ/mol. Its charge is 0.

```
6
Properties=species:S:1:pos:R:3:forces:R:3:nbo_charge:R:1
C -1.6905 1.0184 0.4571 0.0 -1.6 -1.3 -0.580
P -1.9364 -0.3564 -0.2886 0.3 0.8 0.4 0.390
Si -0.0030 -1.5272 -0.0213 0.1 0.1 -1.0 0.404
H -2.1262 1.9415 0.5760 -0.6 2.0 1.0 0.189
H 0.1730 -1.8857 1.3589 0.1 -0.2 1.2 -0.187
H -0.8379 -2.6248 -0.4947 0.1 -1.2 -0.3 -0.215
```
Positions in Å, forces in eV/Å.



- charge of number 1 (C62H159F4HgN11O34S4)?
  0



- What is the formula in the second record?
  CH3PSi



What did the second record say?
Molecular formula: CH3PSi
Method: DFT, ωB97M-V/def2-TZVPD

Its SMILES is C#P=[SiH2]. The value obtained for the energy above the lowest of the compared OMol25 structures with the same formula, charge and spin is 281.09 kJ/mol. Its charge is 0.

```
6
Properties=species:S:1:pos:R:3:forces:R:3:nbo_charge:R:1
C -1.6905 1.0184 0.4571 0.0 -1.6 -1.3 -0.580
P -1.9364 -0.3564 -0.2886 0.3 0.8 0.4 0.390
Si -0.0030 -1.5272 -0.0213 0.1 0.1 -1.0 0.404
H -2.1262 1.9415 0.5760 -0.6 2.0 1.0 0.189
H 0.1730 -1.8857 1.3589 0.1 -0.2 1.2 -0.187
H -0.8379 -2.6248 -0.4947 0.1 -1.2 -0.3 -0.215
```
Positions in Å, forces in eV/Å.